176
Properties=species:S:1:pos:R:3:lowdin_charge:R:1 method="wB97M-V/def2-TZVPD" homo_lumo_gap_ev=7.5 de_lowest_kj_mol=220.32 spin_multiplicity=1
C 1.174 -2.547 1.365 -0.02
C 0.836 -1.096 1.620 -0.47
C 1.326 -0.153 0.443 -0.11
C 0.523 -0.284 -0.857 -0.16
C -0.976 -0.095 -0.622 -0.13
C -1.611 -0.866 0.538 -0.48
N -0.650 -0.879 1.695 -0.11
O -1.193 -1.358 2.900 -0.06
C -2.840 -0.112 0.996 -0.04
C -1.920 -2.294 0.105 -0.01
C 1.557 -0.582 2.874 -0.02
H 0.628 -3.101 2.131 0.07
H 2.254 -2.644 1.458 0.08
H 0.897 -2.933 0.385 0.07
H 1.185 0.867 0.813 0.09
H 2.396 -0.250 0.261 0.11
H 0.772 -1.209 -1.381 0.11
H 0.777 0.544 -1.522 0.09
H -1.399 -0.379 -1.591 0.09
H -1.227 0.969 -0.597 0.10
H -3.536 0.003 0.163 0.08
H -3.288 -0.529 1.897 0.08
H -2.620 0.918 1.291 0.08
H -1.024 -2.891 -0.053 0.06
H -2.517 -2.811 0.860 0.09
H -2.441 -2.302 -0.855 0.08
H 1.475 0.489 3.073 0.07
H 2.621 -0.754 2.714 0.09
H 1.156 -1.014 3.792 0.09
H -1.347 -2.321 2.823 0.06
C 4.509 -2.220 -2.159 -0.01
C 6.014 -2.248 -1.870 -0.46
C 6.345 -1.538 -0.567 -0.16
C 5.870 -2.296 0.670 -0.17
C 6.472 -3.701 0.605 -0.14
C 6.262 -4.525 -0.692 -0.50
N 6.542 -3.652 -1.845 -0.10
O 6.371 -4.262 -3.116 -0.01
C 7.280 -5.624 -0.619 -0.06
C 4.855 -5.153 -0.619 -0.04
C 6.922 -1.478 -2.908 -0.03
H 4.078 -1.253 -1.897 0.07
H 3.933 -2.928 -1.566 0.06
H 4.347 -2.491 -3.202 0.08
H 7.425 -1.453 -0.428 0.12
H 5.794 -0.596 -0.522 0.11
H 4.800 -2.392 0.461 0.09
H 6.118 -1.831 1.621 0.11
H 5.914 -4.219 1.391 0.12
H 7.530 -3.724 0.864 0.11
H 7.429 -6.104 -1.592 0.08
H 8.302 -5.371 -0.332 0.08
H 6.953 -6.448 0.016 0.08
H 4.691 -6.178 -0.277 0.08
H 4.218 -4.609 0.083 0.06
H 4.304 -5.144 -1.562 0.08
H 6.630 -1.807 -3.910 0.07
H 7.959 -1.816 -2.842 0.08
H 6.967 -0.390 -2.898 0.08
H 7.178 -3.994 -3.566 0.09
C 2.330 4.253 3.029 -0.04
C 3.426 4.304 1.993 -0.48
C 4.049 2.882 2.103 -0.12
C 5.046 2.579 0.892 -0.14
C 4.180 2.743 -0.331 -0.16
C 3.521 4.114 -0.515 -0.47
N 2.798 4.555 0.692 -0.13
O 1.847 5.550 0.556 0.00
C 4.536 5.192 -0.999 -0.03
C 2.562 3.963 -1.728 -0.04
C 4.467 5.404 2.377 -0.01
H 2.087 5.256 3.400 0.09
H 2.677 3.743 3.930 0.09
H 1.338 3.852 2.818 0.05
H 4.563 2.808 3.063 0.11
H 3.349 2.044 2.151 0.10
H 5.322 1.527 0.999 0.09
H 5.941 3.191 0.997 0.10
H 3.406 1.970 -0.348 0.11
H 4.735 2.445 -1.225 0.11
H 4.242 6.193 -0.691 0.08
H 5.467 4.916 -0.494 0.06
H 4.767 5.158 -2.063 0.08
H 1.699 3.324 -1.527 0.06
H 2.270 4.935 -2.125 0.09
H 3.155 3.468 -2.497 0.06
H 3.985 6.373 2.529 0.08
H 5.123 5.667 1.546 0.06
H 5.041 5.136 3.264 0.08
H 1.007 5.099 0.697 0.06
C -10.133 0.270 4.220 -0.03
C -9.303 -0.743 3.406 -0.49
C -9.966 -0.955 2.020 -0.15
C -9.754 0.058 0.879 -0.17
C -8.257 0.314 0.798 -0.16
C -7.502 0.656 2.100 -0.51
N -7.925 -0.257 3.164 -0.12
O -7.055 -0.305 4.275 0.01
C -6.032 0.469 1.771 -0.05
C -7.882 2.101 2.487 -0.02
C -9.318 -2.141 4.053 -0.03
H -11.143 -0.078 4.446 0.08
H -10.130 1.247 3.745 0.06
H -9.719 0.384 5.227 0.08
H -9.635 -1.942 1.677 0.11
H -11.039 -1.168 2.070 0.12
H -10.322 0.916 1.249 0.10
H -10.119 -0.283 -0.087 0.11
H -8.218 1.179 0.125 0.12
H -7.819 -0.501 0.219 0.12
H -5.391 0.766 2.602 0.08
H -5.849 -0.587 1.569 0.09
H -5.719 1.044 0.899 0.08
H -7.539 2.368 3.485 0.09
H -7.650 2.872 1.747 0.09
H -8.969 2.183 2.417 0.06
H -8.752 -2.784 3.379 0.08
H -10.352 -2.476 4.132 0.09
H -8.847 -2.188 5.034 0.08
H -7.266 0.522 4.733 0.09
C -1.113 4.302 -1.466 -0.65
O -0.886 3.746 -2.531 0.01
N -1.873 5.454 -1.436 0.16
N -0.813 3.847 -0.221 0.18
H -2.000 5.836 -0.517 0.09
H -2.254 5.863 -2.266 0.10
H -1.274 4.275 0.561 0.10
H -0.412 2.924 -0.174 0.08
C -1.077 2.225 3.776 -0.68
O -1.248 3.336 4.298 -0.01
N -1.508 1.078 4.343 0.18
N -0.572 2.066 2.531 0.16
H -1.363 0.167 3.928 0.06
H -1.933 1.085 5.253 0.11
H 0.180 2.697 2.301 0.06
H -0.541 1.114 2.173 0.05
C 3.753 0.641 -4.269 -0.69
O 3.606 1.241 -3.213 0.01
N 4.676 1.003 -5.207 0.16
N 2.926 -0.333 -4.729 0.16
H 5.420 1.504 -4.743 0.10
H 4.813 0.516 -6.072 0.10
H 2.880 -0.687 -5.666 0.10
H 2.089 -0.362 -4.167 0.07
C -0.278 -3.562 -4.412 -0.70
O 0.623 -4.368 -4.609 0.01
N -0.749 -2.676 -5.348 0.15
N -0.824 -3.362 -3.191 0.15
H -1.410 -1.939 -5.138 0.04
H -0.288 -2.694 -6.240 0.10
H -1.365 -2.532 -3.017 0.05
H -0.444 -3.955 -2.474 0.10
C -1.155 -4.869 3.493 -0.65
O -1.446 -3.787 4.003 0.03
N -2.004 -5.854 3.058 0.16
N 0.089 -5.378 3.617 0.15
H -2.995 -5.728 2.942 0.11
H -1.668 -6.720 2.681 0.09
H 0.251 -6.360 3.505 0.10
H 0.855 -4.807 3.929 0.11
C 0.779 1.616 -5.206 -0.71
O 1.042 0.852 -6.134 0.00
N 0.357 1.223 -4.015 0.17
N 0.570 2.945 -5.328 0.17
H 0.232 1.945 -3.327 0.07
H 0.149 0.244 -3.915 0.10
H 0.105 3.429 -4.572 0.07
H 0.729 3.316 -6.248 0.11
C -2.959 0.213 -3.796 -0.65
O -2.331 -0.769 -4.177 0.00
N -2.852 1.421 -4.404 0.18
N -4.040 0.195 -2.973 0.17
H -2.321 1.483 -5.256 0.11
H -3.445 2.172 -4.107 0.10
H -4.356 -0.733 -2.741 0.11
H -4.661 0.973 -2.869 0.10